No. 1
Formula: F2InNO4S2
Source: the Open Molecules 2025 dataset
Level of theory: ωB97M-V with the def2-TZVPD basis set

Results
- 2S+1 = 1
- orbital gap (eV) = 3.373
- relative energy (zero: lowest compared OMol25 entry of this formula, charge and spin) (eV) = 4.8025
- total charge = +2
- E_HOMO (eV) = -19.85

Last column: Löwdin charge in e.
Cartesian coordinates (Å):
In1 2.2203 -0.6810 -2.0679  1.6286
N1 -0.7638 -0.4602 -0.5868  -0.0678
S1 -1.0450 0.8513 0.1261  0.5324
O1 -0.1528 2.0433 0.1844  -0.0844
O2 -1.8200 0.6268 1.3230  0.0083
F1 -2.1943 1.3667 -0.8777  -0.0931
S2 0.6426 -0.6626 0.3169  0.6858
O3 0.6617 -0.3585 1.7575  -0.0883
O4 1.8397 -0.4447 -0.4688  -0.4282
F2 0.6116 -2.2813 0.2933  -0.0933

***

No. 2
Formula: CH5N2S
Source: the Open Molecules 2025 dataset
Level of theory: ωB97M-V with the def2-TZVPD basis set

Results
- 2S+1 = 1
- orbital gap (alpha / beta) (eV) = 8.226 / 8.221
- relative energy (zero: lowest compared OMol25 entry of this formula, charge and spin) (eV) = 3.1823
- total charge = +1
- E_HOMO (alpha / beta) (eV) = -14.55 / -14.55

Last column: Löwdin charge in e.
Cartesian coordinates (Å):
C1 -0.1359 0.1228 -0.2271  -0.2945
N1 1.0451 0.5862 -0.5358  0.1746
N2 -0.5093 -0.1709 0.9792  -0.4633
S1 -2.0197 -0.4001 1.5954  0.8860
H1 -0.8256 -0.0594 -1.0532  0.1656
H2 1.3349 0.7080 -1.4972  0.1453
H3 1.7309 0.7587 0.1961  0.1187
H4 0.7032 0.5794 1.9533  0.3524
H5 -1.8343 -1.6756 1.9995  -0.0847

***

No. 3
Formula: C2H7NO2PS2
Source: the Open Molecules 2025 dataset
Level of theory: ωB97M-V with the def2-TZVPD basis set

Results
- 2S+1 = 1
- orbital gap (eV) = 10.219
- total charge = +1
- E_HOMO (eV) = -14.25

Last column: Löwdin charge in e.
Cartesian coordinates (Å):
C1 3.0995 0.2499 0.3832  -0.3879
C2 -0.6740 -0.4322 -1.2812  -0.1799
N1 4.2742 0.1287 0.3301  0.2283
O1 1.9492 0.4932 0.3952  -0.0029
O2 -2.5819 0.0936 0.5804  -0.2341
P1 -1.0293 0.2088 0.3751  0.2306
S1 -0.5740 2.2456 0.5578  0.6203
S2 -0.3291 -1.1816 1.8167  0.5988
H1 0.2332 -0.3087 -1.7606  0.0436
H2 -0.7179 -1.4480 -1.2923  0.0333
H3 -1.3587 0.0335 -1.9669  0.0742
H4 5.0464 -0.4759 -0.0467  0.1484
H5 -3.1721 0.6657 0.1084  0.0921
H6 0.6212 2.1327 -0.0338  -0.1512
H7 -0.2947 -0.1983 2.7665  -0.1135

***

No. 4
Formula: Br2H4OSi2
Source: the Open Molecules 2025 dataset
Level of theory: ωB97M-V with the def2-TZVPD basis set

Results
- 2S+1 = 1
- orbital gap (eV) = 10.393
- relative energy (zero: lowest compared OMol25 entry of this formula, charge and spin) (eV) = 1.6968
- total charge = 0
- SMILES = [SiH3]O[SiH](Br)Br
- E_HOMO (eV) = -10.25

Last column: Löwdin charge in e.
Cartesian coordinates (Å):
Si1 1.4139 -0.6172 -0.4302  0.4205
O1 0.3795 0.6002 -0.2379  -0.6233
Si2 -1.4285 0.7650 0.4970  -0.1783
Br1 -1.6290 -0.8644 1.9723  0.3312
Br2 -2.7409 0.4415 -1.2476  0.3513
H1 0.5840 -1.6712 -0.9275  -0.0564
H2 2.4395 -0.1180 -1.3796  -0.0668
H3 2.1621 -0.5056 0.6701  -0.1025
H4 -1.1806 1.9699 1.0834  -0.0758

***

No. 5
Formula: C53H44FN2O4P2ReS3Se
Source: the Open Molecules 2025 dataset
Level of theory: ωB97M-V with the def2-TZVPD basis set

Results
- 2S+1 = 4
- orbital gap (alpha / beta) (eV) = 6.959 / 6.031
- relative energy (zero: lowest compared OMol25 entry of this formula, charge and spin) (eV) = 0.2677
- total charge = +1
- E_HOMO (alpha / beta) (eV) = -9.33 / -10.12

Last column: Löwdin charge in e.
Cartesian coordinates (Å):
Re1 -0.5340 -0.4428 -0.2038  0.4948
O1 -2.8523 0.0744 1.9940  -0.4240
S1 -1.6604 0.7819 1.4722  0.7982
C1 -2.1350 2.4759 1.2236  -0.2950
C2 -2.8616 2.9345 2.3029  -0.0593
C3 -3.3404 4.2500 2.4033  0.0122
C4 -3.0699 5.1030 1.3757  -0.1381
C5 -3.4230 6.5578 1.1893  -0.0890
C6 -2.9148 6.9080 -0.2320  -0.0897
C7 -2.2516 5.6457 -0.7238  -0.1427
C8 -1.6381 5.3686 -1.9080  0.0050
C9 -1.1753 4.0571 -2.1102  -0.0714
C10 -1.2618 3.0453 -1.1725  -0.2589
P1 -0.7654 1.4109 -1.7815  0.9797
C11 -1.8224 1.2933 -3.2546  -0.3554
C12 -3.1816 1.0682 -3.0592  -0.1081
C13 -4.0310 0.9696 -4.1472  -0.0526
C14 -3.5333 1.1026 -5.4370  -0.0626
C15 -2.1864 1.3607 -5.6351  -0.0646
C16 -1.3335 1.4557 -4.5451  -0.0972
C17 0.9219 1.5538 -2.4433  -0.3914
C18 1.3826 0.2700 -3.0774  -0.4848
C19 2.8014 0.2810 -3.7194  -0.1990
C20 3.6204 1.5078 -3.4029  -0.0639
C21 3.1289 2.5474 -2.7411  -0.0466
C22 1.7432 2.5821 -2.2512  -0.0539
C23 -1.8799 3.3146 0.0912  -0.1009
C24 -2.3698 4.6307 0.2471  -0.0741
C25 -0.5029 0.9716 2.8307  -0.2826
C26 -0.0932 2.2122 3.2555  -0.0443
C27 0.4819 2.4302 4.5287  0.0060
C28 0.5562 1.3739 5.3863  -0.1408
C29 0.9448 1.2859 6.8438  -0.0896
C30 0.8144 -0.2208 7.2025  -0.0897
C31 0.3393 -0.8832 5.9303  -0.1412
C32 0.0353 -2.1801 5.6381  0.0026
C33 -0.2578 -2.5042 4.2943  -0.0780
C34 -0.3403 -1.5721 3.2809  -0.2950
P2 -0.2335 -2.1893 1.5704  1.0082
C35 1.4190 -2.9795 1.5457  -0.3126
C36 1.8250 -3.5658 0.3457  -0.1597
C37 3.0382 -4.2323 0.2612  -0.0827
C38 3.8769 -4.3000 1.3660  -0.0829
C39 3.4948 -3.6897 2.5509  -0.0694
C40 2.2722 -3.0372 2.6427  -0.0638
C41 -1.4569 -3.5412 1.5625  -0.3676
C42 -2.6863 -3.3211 2.1806  -0.1010
C43 -3.6741 -4.2891 2.1191  -0.0648
C44 -3.4484 -5.4752 1.4326  -0.0687
C45 -2.2314 -5.6896 0.8060  -0.0589
C46 -1.2362 -4.7249 0.8684  -0.0794
C47 -0.2252 -0.1890 3.6189  -0.1247
C48 0.2090 0.0904 4.9202  -0.0809
H1 -3.0710 2.2424 3.1081  0.1235
H2 -3.8967 4.5562 3.2785  0.1246
H3 -4.4967 6.7148 1.2914  0.1247
H4 -2.9407 7.1691 1.9531  0.1244
H5 -3.7380 7.1828 -0.8929  0.1254
H6 -2.2196 7.7474 -0.2284  0.1230
H7 -1.5362 6.1058 -2.6933  0.1222
H8 -0.7525 3.8208 -3.0797  0.1090
H9 -3.5825 0.9570 -2.0575  0.0925
H10 -5.0829 0.7757 -3.9879  0.1129
H11 -4.1972 1.0094 -6.2856  0.1089
H12 -1.7971 1.4852 -6.6367  0.1068
H13 -0.2891 1.6851 -4.7152  0.1032
H14 0.6491 -0.0446 -3.8247  0.0607
H15 2.6824 0.2600 -4.8089  0.1548
H16 4.6259 1.5365 -3.8069  0.1242
H17 3.7504 3.4182 -2.5807  0.1147
H18 1.4036 3.4711 -1.7368  0.1086
H19 -0.2598 3.0690 2.6202  0.1139
H20 0.7791 3.4296 4.8164  0.1194
H21 1.9567 1.6559 7.0099  0.1211
H22 0.2803 1.9021 7.4507  0.1225
H23 1.7707 -0.6393 7.5187  0.1213
H24 0.1118 -0.3866 8.0194  0.1224
H25 0.0775 -2.9650 6.3813  0.1212
H26 -0.3686 -3.5521 4.0382  0.1235
H27 1.1712 -3.5475 -0.5153  0.0294
H28 3.3174 -4.7130 -0.6681  0.1018
H29 4.8164 -4.8342 1.3083  0.1042
H30 4.1444 -3.7254 3.4152  0.1072
H31 2.0068 -2.5534 3.5748  0.0965
H32 -2.8845 -2.3812 2.6844  0.0972
H33 -4.6254 -4.1111 2.6015  0.1079
H34 -4.2249 -6.2264 1.3782  0.1066
H35 -2.0541 -6.6024 0.2543  0.1101
H36 -0.3045 -4.9031 0.3537  0.0891
O2 -0.4872 -3.5599 -2.0160  -0.4717
S2 -1.4554 -2.6850 -2.7018  0.1372
O3 -0.7492 -1.7016 -3.5310  -0.4835
O4 -2.5462 -3.3744 -3.3291  -0.3430
S3 -2.3717 -1.5669 -1.1127  0.3729
C49 4.7420 -0.3614 -1.3162  0.0384
N1 4.3729 -1.2545 -2.4214  -0.0394
C50 4.7423 -2.5813 -2.4819  -0.0099
C51 4.1157 -3.1210 -3.5497  0.0044
N2 3.3689 -2.1182 -4.1223  -0.0424
C52 2.4356 -2.3047 -5.2394  0.0498
C53 3.5414 -0.9902 -3.4275  -0.2690
Se1 1.1779 -1.2311 -1.8310  1.0452
H37 5.4190 0.4158 -1.6602  0.1000
H38 5.2313 -0.9763 -0.5669  0.1026
H39 3.8424 0.0799 -0.8867  0.0954
H40 5.3972 -3.0190 -1.7521  0.1349
H41 4.1110 -4.1243 -3.9333  0.1403
H42 2.2933 -3.3725 -5.3742  0.1102
H43 2.8424 -1.8682 -6.1491  0.1088
H44 1.4673 -1.8733 -4.9890  0.0884
F1 0.9903 0.6915 0.4180  -0.5542

***

No. 6
Formula: C7H12O2
Source: the Open Molecules 2025 dataset
Level of theory: ωB97M-V with the def2-TZVPD basis set

Results
- 2S+1 = 1
- orbital gap (eV) = 10.303
- relative energy (zero: lowest compared OMol25 entry of this formula, charge and spin) (eV) = 3.0434
- total charge = 0
- SMILES = CC1(C)[C@@H]2[C@@H](O)OC[C@@H]21
- E_HOMO (eV) = -9.41

Last column: Löwdin charge in e.
Cartesian coordinates (Å):
C1 2.3344 -0.8079 0.2570  -0.0461
C2 0.9402 -0.1899 -0.0889  -0.5177
C3 1.0344 0.7217 -1.2768  -0.0359
C4 -0.3053 -1.0017 -0.0193  -0.0228
C5 -1.8702 -0.2841 -0.7224  -0.2426
O1 -2.9259 -1.1880 -0.4851  -0.0300
O2 -2.0587 0.8376 0.1472  -0.0967
C6 -1.0437 1.1593 1.0808  -0.1563
C7 0.0148 0.0581 1.0448  -0.1756
H1 2.7300 -1.2824 -0.6420  0.0698
H2 2.4649 -1.5962 1.1629  0.1226
H3 2.9072 0.0229 0.6914  0.0733
H4 0.4371 0.2995 -2.0817  0.0742
H5 2.0930 1.0522 -1.4404  0.0909
H6 0.5549 1.7792 -1.0185  0.1185
H7 -0.3116 -2.1037 0.1834  0.1384
H8 -1.6438 -0.0395 -1.7246  0.1092
H9 -3.6236 -0.6376 0.0392  0.1547
H10 -1.4733 1.4044 2.0021  0.0982
H11 -0.5563 2.1232 0.8125  0.1156
H12 0.3014 -0.3270 2.0783  0.1584

***

No. 7
Formula: C2HClN2S
Source: the Open Molecules 2025 dataset
Level of theory: ωB97M-V with the def2-TZVPD basis set

Results
- 2S+1 = 1
- orbital gap (eV) = 8.997
- relative energy (zero: lowest compared OMol25 entry of this formula, charge and spin) (eV) = 1.6668
- total charge = 0
- SMILES = S=C=NCl.C#N
- E_HOMO (eV) = -9.53

Last column: Löwdin charge in e.
Cartesian coordinates (Å):
S1 -1.2470 -1.4286 0.0554  0.7031
C1 -1.3010 0.1478 0.0752  -0.8540
N1 -1.2869 1.2523 0.4990  -0.4631
Cl1 -1.0699 2.7850 -0.0573  0.6627
C2 1.7995 -0.9984 -0.1384  -0.1382
N2 1.7120 0.0572 0.2435  0.0688
H1 1.3933 -1.8153 -0.6775  0.0207

***

No. 8
Formula: C6H7NSe
Source: the Open Molecules 2025 dataset
Level of theory: ωB97M-V with the def2-TZVPD basis set

Results
- 2S+1 = 3
- orbital gap (alpha / beta) (eV) = 6.053 / 7.085
- total charge = 0
- E_HOMO (alpha / beta) (eV) = -5.59 / -9.80

Last column: Löwdin charge in e.
Cartesian coordinates (Å):
C1 2.3005 -1.3344 0.1842  -0.3794
C2 -1.2687 -0.4594 -0.1789  -0.1647
C3 -1.3343 0.8197 0.0896  -0.2283
C4 -0.0291 -1.1903 -0.4060  -0.2500
C5 -0.3862 1.9208 0.1140  -0.5128
C6 1.1259 -0.6458 0.4330  -0.5083
N1 3.1673 -2.0165 -0.0505  0.1498
Se1 1.4170 1.4135 -0.1972  1.0778
H1 -2.1153 -1.1151 -0.3523  0.1161
H2 -2.3354 1.1329 0.4068  0.1174
H3 -0.0504 -2.2948 -0.1378  0.1412
H4 0.0514 -0.9725 -1.5511  0.1568
H5 -0.8397 2.4416 -0.6946  0.0665
H6 -0.4180 2.7192 0.8870  0.0915
H7 0.7150 -0.4188 1.4540  0.1263